No. 1
Formula: C5H4O2
Source: OMol25
Level of theory: ωB97M-V with the def2-TZVPD basis set

XYZ file:
```
11
Properties=species:S:1:pos:R:3:forces:R:3
C -0.3440 0.0960 -1.3275 0.031 0.437 -2.091
C 0.1442 -0.1563 0.0661 -2.063 -1.594 0.669
C -0.5620 -1.1853 0.7770 3.339 4.335 -1.806
C -0.8524 -1.4921 2.0182 -1.519 -1.766 0.900
O -1.4489 -2.0332 2.8784 1.219 1.116 -0.591
C 1.3101 1.0956 0.2957 -1.685 -1.535 -0.717
O 1.1395 2.1411 -0.2812 0.597 -1.679 1.413
H 0.4643 0.3333 -2.0726 -0.596 -0.020 0.883
H -0.9767 0.9732 -1.2652 0.349 0.987 0.255
H -1.0901 -0.4785 -1.9133 0.706 -1.082 1.159
H 2.2162 0.7062 0.8243 -0.380 0.799 -0.075
```
Forces are in eV/Å.

Values from the calculation:
LUMO level   -1.2 eV
Gap between HOMO and LUMO   7.88 eV
HOMO level   -9.087 eV
E   -9340.381 eV
Energy relative to the best compared isomer or geometry (same formula, charge and spin)   3.801 eV
Total charge   0

Now the Mulliken charges, all in e:
1 C -1.0559
2 C 0.5742
3 C -0.7164
4 C 0.5799
5 O -0.4004
6 C 0.1347
7 O -0.4011
8 H 0.3041
9 H 0.3159
10 H 0.3438
11 H 0.3211

No. 2
Formula: C4H11ClLaNO3Os
Source: OMol25
Level of theory: ωB97M-V with the def2-TZVPD basis set

XYZ file:
```
22
Properties=species:S:1:pos:R:3:forces:R:3
La -0.4838 -2.9950 -0.5480 0.515 0.286 0.430
Cl 1.3215 -1.9647 0.9604 0.618 0.334 0.689
C 0.0606 -3.1632 -2.7562 0.264 -0.162 -1.472
C -2.3947 -3.6423 0.5166 -1.340 -0.446 0.629
H -0.8774 -3.6242 -3.0735 0.279 0.073 -0.278
H 0.1989 -2.1100 -2.9076 0.169 0.467 -0.695
H 0.9213 -3.7870 -2.6096 0.519 -0.363 -0.533
H -2.9032 -4.0185 -0.3736 -0.186 -0.025 0.335
H -2.6427 -2.6636 0.8812 -0.656 0.290 0.418
H -1.9198 -4.3406 1.1780 -0.288 -0.533 0.567
Os 0.2686 1.5578 0.8212 0.864 -0.336 0.886
C 1.9719 1.0835 -0.2615 0.305 -0.010 -0.900
C -0.9136 2.6955 0.1149 -2.361 0.766 -3.540
H 1.6907 0.6700 -1.2526 0.209 0.187 0.455
H 2.5804 1.9963 -0.4443 -0.500 -0.367 0.134
H 2.6407 0.3302 0.2300 -0.830 0.561 -0.025
H -1.8659 3.0691 0.5952 1.007 -0.713 0.243
H -0.7995 3.2644 -0.8505 0.141 -0.509 0.828
O 1.8427 4.5511 3.1099 -0.771 0.989 -0.103
N 0.8063 4.5328 2.5107 -0.275 -2.907 -1.185
O -0.0897 5.3127 2.3459 0.860 0.115 0.508
O 0.5868 3.2458 1.8133 1.458 2.301 2.608
```
Forces are in eV/Å.

Values from the calculation:
2S+1   5
<S²>   6.13
LUMO level (spin up / spin down)   -0.5 / -2.8 eV
Gap between HOMO and LUMO (spin up / spin down)   5.04 / 5.36 eV
HOMO level (spin up / spin down)   -5.499 / -8.130 eV
E   -27793.297 eV
Energy relative to the best compared isomer or geometry (same formula, charge and spin)   5.237 eV
Total charge   0

Now the Mulliken charges, all in e:
1 La 0.8154
2 Cl -0.5684
3 C -1.0482
4 C -1.0480
5 H 0.2835
6 H 0.3178
7 H 0.3363
8 H 0.2838
9 H 0.3273
10 H 0.3365
11 Os 0.7941
12 C -1.0556
13 C -0.4023
14 H 0.2305
15 H 0.3043
16 H 0.2845
17 H 0.2687
18 H 0.2340
19 O -0.4771
20 N 0.9151
21 O -0.4977
22 O -0.6347

No. 3
Formula: C9H12N3O
Source: OMol25
Level of theory: ωB97M-V with the def2-TZVPD basis set

XYZ file:
```
25
Properties=species:S:1:pos:R:3:forces:R:3
C -3.1646 -1.2142 -0.4500 2.434 -1.035 3.995
C -2.7774 -1.6884 0.7927 0.383 2.851 -3.957
C -2.3253 -0.3824 -1.2101 1.594 1.620 -1.135
C -1.5453 -1.2729 1.4703 0.897 -1.653 0.630
C -1.1411 0.0515 -0.6664 -0.647 -1.716 -0.544
C -0.6731 -0.4510 0.6234 1.089 2.223 -0.223
C 3.9340 -1.1748 -0.3898 -2.094 1.961 0.793
C -0.0002 0.8204 -1.2481 -2.510 2.825 1.072
C 1.3215 2.2428 0.4036 1.654 1.057 -0.527
N 0.4617 0.0808 1.0157 -0.829 -1.103 -1.020
N 3.7292 -0.0054 0.0158 -1.669 -3.865 -2.042
N 0.9898 0.8596 -0.1762 0.703 0.352 2.729
O 3.6795 -2.2278 -0.7765 0.994 -0.343 -0.156
H -4.0759 -1.4845 -0.7942 -2.637 -0.886 -1.211
H -3.4232 -2.2939 1.2667 -2.046 -2.086 1.828
H -2.6800 -0.1159 -2.2467 0.669 -0.021 1.246
H -1.7888 -0.6891 2.3506 -0.139 0.123 0.425
H 0.2016 0.5110 -2.2154 1.571 -0.983 -1.570
H -0.3139 1.8823 -1.3648 0.090 -0.533 -0.087
H 0.4704 2.4970 1.0378 0.069 0.376 -0.480
H 2.2686 2.3222 1.0742 -1.684 -1.140 -1.127
H 1.5911 2.9637 -0.4490 -1.020 -1.059 1.134
H -1.0290 -2.2063 1.8725 -0.308 1.210 -0.435
H 4.3967 0.5627 0.3603 2.850 2.149 1.346
H 1.8936 0.4125 -0.2962 0.586 -0.326 -0.686
```
Forces are in eV/Å.

Values from the calculation:
LUMO level (spin up / spin down)   -4.0 / -4.0 eV
Gap between HOMO and LUMO (spin up / spin down)   7.99 / 7.98 eV
HOMO level (spin up / spin down)   -12.021 / -12.020 eV
E   -16036.220 eV
Energy relative to the best compared isomer or geometry (same formula, charge and spin)   3.423 eV
Total charge   +1

Now the Mulliken charges, all in e:
1 C -0.4089
2 C -0.7880
3 C -0.6311
4 C -0.1960
5 C 0.7379
6 C 0.1804
7 C 0.5743
8 C -0.7853
9 C -0.7987
10 N -0.8815
11 N -0.5657
12 N 0.6363
13 O -0.2996
14 H 0.5137
15 H 0.5041
16 H 0.3587
17 H 0.3330
18 H 0.4614
19 H 0.3352
20 H 0.3578
21 H 0.2587
22 H 0.3739
23 H 0.3456
24 H 0.1745
25 H 0.2094

No. 4
Formula: C12H19NRe
Source: OMol25
Level of theory: ωB97M-V with the def2-TZVPD basis set

XYZ file:
```
33
Properties=species:S:1:pos:R:3:forces:R:3
C -2.5826 -0.1788 -1.3179 -0.764 0.431 -0.059
C -1.4917 0.7277 -1.4542 -0.231 1.309 -0.712
C -1.6050 1.7292 -0.4424 -0.928 0.918 -0.988
C -2.7504 1.4139 0.3782 -0.369 0.764 -1.161
C -3.3830 0.2513 -0.2018 -0.227 0.542 -0.588
Re -1.3882 -0.2733 0.5423 1.151 -4.297 3.627
C 1.2940 -0.5889 -2.3766 -0.182 -0.407 -1.320
C 0.8379 -1.7235 -2.9091 0.562 -0.393 1.850
C 0.5005 -3.0054 -2.9765 -0.070 0.681 -0.286
N -1.7291 -1.6614 1.4852 0.765 1.171 -0.898
H -0.9396 2.5809 -0.3183 -0.239 -0.422 0.027
H -0.7188 0.6741 -2.2032 -0.242 0.043 0.115
H -3.1040 1.9876 1.2287 0.087 -0.195 -0.183
H -4.3012 -0.2088 0.1511 0.397 0.003 -0.012
H -2.7714 -1.0287 -1.9653 0.046 0.107 0.283
H 1.1318 0.3722 -2.8892 -0.358 -0.412 0.592
H -2.6312 -3.1176 -0.0605 -0.035 -0.070 -0.013
H 1.9379 -0.5624 -1.4899 0.245 -0.317 -0.715
H 0.7285 -3.5952 -3.8696 0.420 0.054 0.534
H -0.0371 -3.5183 -2.1581 -0.312 0.655 -0.728
C 2.4385 1.3695 0.6994 0.400 0.237 0.162
C 1.6258 0.3647 1.4947 -0.415 -0.684 -0.070
C 2.2264 0.1537 2.8871 -0.183 -0.128 -0.166
C 0.1415 0.7981 1.5907 0.173 -0.425 0.150
H 2.3201 2.3771 1.1286 0.062 -0.220 -0.127
H 2.1372 1.4065 -0.3477 -0.077 0.077 -0.036
H 3.5099 1.1157 0.7365 -0.290 0.090 -0.093
H 1.6643 -0.6083 0.9572 0.125 0.375 0.292
H 2.0927 1.0493 3.4956 0.026 0.044 0.044
H 1.7484 -0.6879 3.3987 -0.013 0.152 -0.045
H 3.2895 -0.0618 2.8146 0.175 -0.029 0.047
H -0.2556 0.5826 2.5901 0.265 0.305 0.191
H 0.0639 1.8662 1.4019 0.035 0.042 0.285
```
Forces are in eV/Å.

Values from the calculation:
2S+1   4
<S²>   3.77
LUMO level (spin up / spin down)   0.6 / -1.1 eV
Gap between HOMO and LUMO (spin up / spin down)   8.40 / 7.96 eV
HOMO level (spin up / spin down)   -7.780 / -9.067 eV
E   -16363.475 eV
Total charge   0

Now the Mulliken charges, all in e:
1 C -0.7517
2 C -0.0568
3 C -0.5561
4 C -0.5547
5 C -0.5373
6 Re 0.9337
7 C -0.7797
8 C 0.4876
9 C -0.7235
10 N -0.4435
11 H 0.5071
12 H 0.5045
13 H 0.4202
14 H 0.3897
15 H 0.5076
16 H 0.3636
17 H -0.0154
18 H 0.2097
19 H 0.2364
20 H 0.2614
21 C -1.6150
22 C 1.3668
23 C -1.7133
24 C -1.5397
25 H 0.4579
26 H 0.2686
27 H 0.3781
28 H 0.0112
29 H 0.3778
30 H 0.3802
31 H 0.4320
32 H 0.5034
33 H 0.2892

No. 5
Formula: C2H13NP5
Source: OMol25
Level of theory: ωB97M-V with the def2-TZVPD basis set

XYZ file:
```
21
Properties=species:S:1:pos:R:3:forces:R:3
C -1.3918 -0.9214 -0.8850 -0.008 1.262 -4.030
N -0.9508 -0.7909 0.4097 1.547 -0.987 2.344
C -2.0159 -0.5992 1.3762 0.231 -0.812 1.896
P 0.6336 -1.1604 0.7547 -0.767 0.516 -1.271
P 0.7249 -1.0443 2.9115 -1.132 1.605 0.975
P 1.7079 1.2171 0.2836 -0.081 0.203 0.427
P 2.4645 1.4899 -1.8033 0.625 -0.818 1.590
P 0.4874 1.7113 -2.7116 -0.925 -0.610 0.104
H -1.6007 0.1232 -1.3804 -0.133 -1.930 0.859
H -0.6299 -1.3826 -1.5271 0.043 0.178 0.078
H -2.2131 -1.6119 -0.9167 -0.830 0.049 -0.295
H -2.0167 -1.5479 2.1098 -0.868 1.939 -1.811
H -1.6216 0.1987 2.0176 -0.942 0.242 0.098
H -2.9893 -0.3228 0.8351 1.457 -0.633 1.206
H 0.2536 -2.2899 3.3130 -0.336 -0.575 -0.378
H 2.0077 -1.4428 2.8480 1.686 -0.466 -0.008
H 2.8765 1.3945 1.0388 0.061 0.018 0.095
H 1.0005 2.4030 0.6878 0.313 -0.485 -0.298
H 2.6541 0.0041 -1.7084 -0.511 1.259 -0.660
H 1.2180 1.9645 -3.8211 0.527 -0.529 -1.902
H 0.4616 3.1086 -2.7594 0.040 0.573 0.982
```
Forces are in eV/Å.

Values from the calculation:
LUMO level   -4.5 eV
Gap between HOMO and LUMO   7.80 eV
HOMO level   -12.290 eV
E   -50209.306 eV
Energy relative to the best compared isomer or geometry (same formula, charge and spin)   1.353 eV
Total charge   +1

Now the Mulliken charges, all in e:
1 C -1.1230
2 N 0.3027
3 C -0.9987
4 P 0.1231
5 P -0.1580
6 P -0.0989
7 P -0.0124
8 P -0.1553
9 H 0.2521
10 H 0.3889
11 H 0.4420
12 H 0.2578
13 H 0.3930
14 H 0.4172
15 H 0.1356
16 H 0.1166
17 H 0.1797
18 H 0.1740
19 H 0.1216
20 H 0.1053
21 H 0.1368